Computed, not measured: a cluster of 10 separate species, C43H106N6O10 in total in a non-equilibrium geometry, with ωB97M-V with the def2-TZVPD basis set.

Calculated values
LUMO energy (eV): 0.37
Orbital gap (eV): 8.2137
E_tot (Eh): -2782.3909
HOMO energy (eV): -7.84
ΔE to the lowest compared entry with this formula, charge and spin (kcal per mole): 144.0
SMILES string: CC1(C)CCCC(C)(C)N1O.CC1(C)CCCC(C)(C)N1O.CC1(C)CCCC(C)(C)N1O.COC[C@H](C)N.COC[C@H](C)N.COC[C@H](C)N.CO.CO.CO.CO
F_max (eV/Å): 5.7
Net charge: 0

Bonds (Å) are listed after each position.
Geometry (Å):
1 C -5.988 -1.092 3.045  C2 1.541, H12 1.090, H13 1.090, H14 1.090
2 C -5.586 0.299 3.570  C1 1.541, C3 1.536, C4 1.603, N10 1.518
3 C -5.224 0.165 5.056  C2 1.536, H15 1.090, H16 1.090, H17 1.090
4 C -4.372 0.725 2.615  C2 1.603, C5 1.585, H18 1.090, H19 1.090
5 C -4.801 1.238 1.178  C4 1.585, C6 1.477, H20 1.090, H21 1.090
6 C -5.816 2.302 1.320  C5 1.477, C7 1.552, H22 1.090, H23 1.090
7 C -7.087 1.975 2.149  C6 1.552, C8 1.589, C9 1.570, N10 1.495
8 C -7.702 3.396 2.506  C7 1.589, H24 1.090, H25 1.090, H26 1.090
9 C -8.013 0.964 1.384  C7 1.570, H27 1.090, H28 1.090, H29 1.090
10 N -6.714 1.306 3.433  C2 1.518, C7 1.495, O11 1.411
11 O -7.783 1.214 4.349  N10 1.411, H30 0.960
12 H -6.953 -1.495 3.352  C1 1.090
13 H -5.950 -1.195 1.960  C1 1.090
14 H -5.176 -1.688 3.463  C1 1.090
15 H -6.017 -0.400 5.547  C3 1.090
16 H -4.375 -0.477 5.292  C3 1.090
17 H -5.096 1.145 5.517  C3 1.090
18 H -4.006 1.635 3.091  C4 1.090
19 H -3.575 0.015 2.396  C4 1.090
20 H -4.072 1.637 0.472  C5 1.090
21 H -5.108 0.386 0.572  C5 1.090
22 H -6.162 2.522 0.310  C6 1.090
23 H -5.308 3.181 1.718  C6 1.090
24 H -8.065 3.909 1.616  C8 1.090
25 H -7.030 4.012 3.104  C8 1.090
26 H -8.604 3.324 3.114  C8 1.090
27 H -7.607 -0.034 1.546  C9 1.090
28 H -7.855 1.102 0.314  C9 1.090
29 H -9.048 1.106 1.695  C9 1.090
30 H -8.462 0.731 3.871  O11 0.960
31 C -0.083 -6.243 -2.819  C32 1.541, H42 1.090, H43 1.090, H44 1.090
32 C 1.079 -5.998 -3.800  C31 1.541, C33 1.539, C34 1.544, N40 1.500
33 C 1.420 -7.352 -4.448  C32 1.539, H45 1.090, H46 1.090, H47 1.090
34 C 0.600 -4.980 -4.857  C32 1.544, C35 1.488, H48 1.090, H49 1.090
35 C 1.671 -4.478 -5.761  C34 1.488, C36 1.535, H50 1.090, H51 1.090
36 C 2.822 -3.896 -4.928  C35 1.535, C37 1.585, H52 1.090, H53 1.090
37 C 3.405 -4.919 -3.867  C36 1.585, C38 1.545, C39 1.562, N40 1.440
38 C 4.311 -5.910 -4.632  C37 1.545, H54 1.090, H55 1.090, H56 1.090
39 C 4.222 -4.125 -2.799  C37 1.562, H57 1.090, H58 1.090, H59 1.090
40 N 2.293 -5.439 -3.117  C32 1.500, C37 1.440, O41 1.312
41 O 2.550 -6.228 -2.100  N40 1.312, H60 0.960
42 H 0.180 -6.981 -2.061  C31 1.090
43 H -0.260 -5.225 -2.470  C31 1.090
44 H -1.007 -6.558 -3.302  C31 1.090
45 H 1.845 -8.150 -3.839  C33 1.090
46 H 0.598 -7.906 -4.900  C33 1.090
47 H 1.993 -7.284 -5.373  C33 1.090
48 H -0.291 -5.397 -5.325  C34 1.090
49 H 0.200 -4.074 -4.401  C34 1.090
50 H 1.871 -5.309 -6.438  C35 1.090
51 H 1.289 -3.657 -6.367  C35 1.090
52 H 2.321 -3.078 -4.411  C36 1.090
53 H 3.644 -3.532 -5.545  C36 1.090
54 H 4.666 -6.642 -3.906  C38 1.090
55 H 5.165 -5.339 -4.995  C38 1.090
56 H 3.826 -6.450 -5.445  C38 1.090
57 H 3.570 -3.437 -2.261  C39 1.090
58 H 4.863 -3.430 -3.342  C39 1.090
59 H 4.788 -4.721 -2.084  C39 1.090
60 H 2.816 -7.011 -2.586  O41 0.960
61 C 0.734 -1.355 -2.484  C62 1.571, H72 1.090, H73 1.090, H74 1.090
62 C 0.542 -0.034 -1.655  C61 1.571, C63 1.507, C64 1.567, N70 1.502
63 C 0.762 1.173 -2.529  C62 1.507, H75 1.090, H76 1.090, H77 1.090
64 C -0.954 0.155 -1.227  C62 1.567, C65 1.512, H78 1.090, H79 1.090
65 C -1.403 -0.635 -0.019  C64 1.512, C66 1.514, H80 1.090, H81 1.090
66 C -0.508 -0.344 1.167  C65 1.514, C67 1.582, H82 1.090, H83 1.090
67 C 1.027 -0.524 0.826  C66 1.582, C68 1.573, C69 1.561, N70 1.425
68 C 1.693 0.239 2.029  C67 1.573, H84 1.090, H85 1.090, H86 1.090
69 C 1.320 -2.056 0.886  C67 1.561, H87 1.090, H88 1.090, H89 1.090
70 N 1.393 0.061 -0.420  C62 1.502, C67 1.425, O71 1.331
71 O 2.696 -0.002 -0.684  N70 1.331, H90 0.960
72 H 0.024 -1.507 -3.298  C61 1.090
73 H 1.770 -1.486 -2.796  C61 1.090
74 H 0.564 -2.176 -1.787  C61 1.090
75 H 0.896 2.055 -1.902  C63 1.090
76 H 1.700 0.882 -3.003  C63 1.090
77 H 0.034 1.354 -3.320  C63 1.090
78 H -1.278 1.173 -1.012  C64 1.090
79 H -1.489 -0.195 -2.110  C64 1.090
80 H -2.390 -0.365 0.358  C65 1.090
81 H -1.240 -1.678 -0.292  C65 1.090
82 H -0.762 -1.052 1.956  C66 1.090
83 H -0.640 0.703 1.440  C66 1.090
84 H 2.780 0.166 2.065  C68 1.090
85 H 1.387 -0.041 3.037  C68 1.090
86 H 1.504 1.296 1.842  C68 1.090
87 H 2.246 -2.433 0.452  C69 1.090
88 H 0.627 -2.780 0.458  C69 1.090
89 H 1.368 -2.365 1.930  C69 1.090
90 H 2.765 -0.930 -0.448  O71 0.960
91 C -1.880 4.564 -1.771  O92 1.446, H97 1.090, H98 1.090, H99 1.090
92 O -1.536 5.692 -2.608  C91 1.446, C93 1.403
93 C -0.409 5.351 -3.372  O92 1.403, C94 1.565, H100 1.090, H101 1.090
94 C 0.202 6.705 -3.865  C93 1.565, C95 1.492, N96 1.438, H102 1.090
95 C -0.722 7.430 -4.784  C94 1.492, H103 1.090, H104 1.090, H105 1.090
96 N 1.458 6.570 -4.552  C94 1.438, H106 1.010, H107 1.010
97 H -2.135 3.685 -2.362  C91 1.090
98 H -2.704 4.891 -1.136  C91 1.090
99 H -1.016 4.347 -1.143  C91 1.090
100 H 0.296 4.935 -2.652  C93 1.090
101 H -0.458 4.533 -4.090  C93 1.090
102 H 0.280 7.294 -2.951  C94 1.090
103 H -0.695 7.138 -5.834  C95 1.090
104 H -0.261 8.412 -4.889  C95 1.090
105 H -1.755 7.514 -4.445  C95 1.090
106 H 2.152 6.192 -3.923  N96 1.010
107 H 1.069 5.801 -5.078  N96 1.010
108 C 5.605 1.187 3.128  O109 1.462, H114 1.090, H115 1.090, H116 1.090
109 O 5.032 1.573 1.839  C108 1.462, C110 1.410
110 C 4.807 2.960 1.718  O109 1.410, C111 1.533, H117 1.090, H118 1.090
111 C 4.409 3.398 0.304  C110 1.533, C112 1.456, N113 1.499, H119 1.090
112 C 2.981 3.634 0.142  C111 1.456, H120 1.090, H121 1.090, H122 1.090
113 N 4.684 2.431 -0.808  C111 1.499, H123 1.010, H124 1.010
114 H 5.333 0.150 3.325  C108 1.090
115 H 5.378 1.818 3.987  C108 1.090
116 H 6.692 1.263 3.114  C108 1.090
117 H 4.278 3.315 2.602  C110 1.090
118 H 5.824 3.330 1.845  C110 1.090
119 H 4.830 4.379 0.086  C111 1.090
120 H 2.735 4.185 1.050  C112 1.090
121 H 2.340 2.759 0.033  C112 1.090
122 H 2.651 4.356 -0.605  C112 1.090
123 H 5.122 1.574 -0.504  N113 1.010
124 H 3.753 2.052 -0.901  N113 1.010
125 C 0.151 4.341 8.328  O126 1.371, H131 1.090, H132 1.090, H133 1.090
126 O -0.171 3.569 7.242  C125 1.371, C127 1.492
127 C 0.149 4.176 5.917  O126 1.492, C128 1.558, H134 1.090, H135 1.090
128 C -0.455 3.291 4.786  C127 1.558, C129 1.535, N130 1.439, H136 1.090
129 C -0.289 1.776 4.974  C128 1.535, H137 1.090, H138 1.090, H139 1.090
130 N 0.298 3.590 3.596  C128 1.439, H140 1.010, H141 1.010
131 H 0.024 5.421 8.258  C125 1.090
132 H 1.171 4.146 8.661  C125 1.090
133 H -0.416 4.002 9.195  C125 1.090
134 H -0.218 5.195 5.797  C127 1.090
135 H 1.228 4.057 5.810  C127 1.090
136 H -1.516 3.447 4.592  C128 1.090
137 H -0.927 1.412 5.780  C129 1.090
138 H 0.723 1.449 5.214  C129 1.090
139 H -0.513 1.245 4.049  C129 1.090
140 H 1.288 3.732 3.735  N130 1.010
141 H -0.117 4.464 3.306  N130 1.010
142 C -2.526 -3.208 -2.668  O143 1.365, H144 1.090, H145 1.090, H146 1.090
143 O -3.147 -4.422 -2.735  C142 1.365, H147 0.960
144 H -1.721 -3.284 -1.937  C142 1.090
145 H -2.235 -3.107 -3.714  C142 1.090
146 H -3.301 -2.542 -2.291  C142 1.090
147 H -3.539 -4.720 -1.911  O143 0.960
148 C 5.648 -3.073 1.677  O149 1.417, H150 1.090, H151 1.090, H152 1.090
149 O 6.117 -4.049 2.590  C148 1.417, H153 0.960
150 H 4.571 -3.187 1.557  C148 1.090
151 H 5.713 -2.074 2.108  C148 1.090
152 H 6.090 -3.036 0.681  C148 1.090
153 H 6.023 -4.943 2.255  O149 0.960
154 C -2.061 -3.933 3.101  O155 1.440, H156 1.090, H157 1.090, H158 1.090
155 O -3.418 -3.618 2.736  C154 1.440, H159 0.960
156 H -1.785 -3.861 4.153  C154 1.090
157 H -1.793 -4.909 2.695  C154 1.090
158 H -1.329 -3.368 2.525  C154 1.090
159 H -3.849 -3.791 3.577  O155 0.960
160 C 5.546 0.591 -3.747  O161 1.384, H162 1.090, H163 1.090, H164 1.090
161 O 4.426 1.376 -3.536  C160 1.384, H165 0.960
162 H 6.356 1.270 -4.012  C160 1.090
163 H 5.758 -0.003 -2.858  C160 1.090
164 H 5.238 -0.068 -4.559  C160 1.090
165 H 4.485 1.773 -2.664  O161 0.960